{"formula": "C7H11F2N", "method": "wB97M-V/def2-TZVPD", "elements": ["C", "C", "C", "C", "F", "F", "C", "N", "C", "C", "H", "H", "H", "H", "H", "H", "H", "H", "H", "H", "H"], "xyz": [[1.921533, -0.157595, -1.698458], [0.631511, 0.142848, -1.489773], [-0.319037, -0.640428, -2.400876], [0.288598, 1.176866, -0.473092], [1.134916, 2.229401, -0.287770], [-0.946835, 1.651496, -0.573795], [0.374959, 0.274774, 1.132333], [-0.658000, -0.633489, 1.325021], [0.923171, 0.979772, 2.281560], [1.848999, 0.068111, 1.554381], [2.748776, 0.283926, -1.065083], [2.155214, -0.847841, -2.536188], [-0.323371, -0.081209, -3.346118], [-1.330731, -0.646808, -2.082114], [0.067504, -1.704242, -2.502918], [-0.575321, -1.343387, 2.034376], [-1.459047, -0.019524, 1.724789], [0.705200, 0.740346, 3.273014], [1.252141, 1.998952, 2.221716], [2.474187, 0.420280, 0.739148], [2.102892, -0.855269, 2.123502]], "atomic_forces_ev_per_a": [[0.697, 0.572, 0.535], [1.555, -0.357, -1.170], [0.822, 0.218, 0.000], [0.202, -2.911, 4.584], [-0.102, -0.477, -0.844], [-0.751, 0.453, -0.421], [1.778, 1.322, -1.961], [-3.742, 1.012, 0.396], [1.807, 2.598, -0.757], [-1.367, -1.872, -0.400], [-0.985, -0.515, -1.352], [0.141, 0.401, 0.972], [0.015, -0.567, -0.105], [-0.887, -0.159, 0.583], [-0.601, 1.499, -0.061], [0.825, -0.229, 0.012], [1.319, -1.565, -1.087], [-0.799, -0.757, 1.289], [-0.352, 0.664, -0.194], [0.425, 0.033, 0.969], [0.000, 0.636, -0.991]], "e_above_lowest_kj_mol": 258.2, "homo_lumo_gap_ha": 0.3615, "spin_multiplicity": 1, "energy_ha": -527.6974, "smiles": "C=C(C)C(F)(F)C1(N)CC1"}